{"formula": "C46H95NO20S10", "method": "wB97M-V/def2-TZVPD", "species": ["C", "C", "N", "C", "C", "C", "C", "H", "H", "H", "H", "H", "H", "H", "H", "H", "H", "H", "H", "H", "H", "H", "C", "C", "C", "S", "O", "O", "C", "H", "H", "H", "H", "H", "H", "H", "H", "C", "C", "C", "S", "O", "O", "C", "H", "H", "H", "H", "H", "H", "H", "H", "C", "C", "C", "S", "O", "O", "C", "H", "H", "H", "H", "H", "H", "H", "H", "C", "C", "C", "S", "O", "O", "C", "H", "H", "H", "H", "H", "H", "H", "H", "C", "C", "C", "S", "O", "O", "C", "H", "H", "H", "H", "H", "H", "H", "H", "C", "C", "C", "S", "O", "O", "C", "H", "H", "H", "H", "H", "H", "H", "H", "C", "C", "C", "S", "O", "O", "C", "H", "H", "H", "H", "H", "H", "H", "H", "C", "C", "C", "S", "O", "O", "C", "H", "H", "H", "H", "H", "H", "H", "H", "C", "C", "C", "S", "O", "O", "C", "H", "H", "H", "H", "H", "H", "H", "H", "C", "C", "C", "S", "O", "O", "C", "H", "H", "H", "H", "H", "H", "H", "H"], "positions_angstrom": [[3.905, 5.029, 2.041], [5.132, 4.352, 2.701], [5.029, 4.545, 4.128], [5.368, 3.364, 4.971], [4.524, 2.148, 4.644], [5.746, 5.778, 4.433], [7.246, 5.722, 4.309], [3.985, 4.772, 0.985], [3.901, 6.102, 2.233], [3.011, 4.607, 2.501], [5.000, 3.377, 2.232], [6.020, 4.797, 2.252], [6.442, 3.249, 4.822], [5.180, 3.662, 6.002], [4.489, 1.471, 5.498], [3.479, 2.383, 4.438], [4.814, 1.653, 3.718], [5.525, 6.111, 5.448], [5.270, 6.591, 3.885], [7.576, 6.758, 4.389], [7.608, 5.426, 3.324], [7.919, 5.164, 4.960], [0.158, -0.268, -0.341], [-1.081, 0.536, -0.170], [-1.635, 0.723, -1.616], [-0.110, 1.084, -2.648], [-0.019, 2.514, -2.740], [-0.133, 0.256, -3.852], [1.085, 0.306, -1.457], [-0.102, -1.273, -0.672], [0.577, -0.551, 0.625], [-0.867, 1.476, 0.341], [-1.826, -0.046, 0.371], [-2.416, 1.452, -1.828], [-2.018, -0.221, -2.005], [1.681, 1.147, -1.102], [1.664, -0.433, -2.009], [-1.941, 8.327, -0.808], [-3.314, 8.292, -0.123], [-4.168, 7.576, -1.224], [-3.794, 8.407, -2.819], [-4.792, 9.510, -3.021], [-3.642, 7.317, -3.731], [-2.166, 9.045, -2.172], [-1.583, 7.315, -0.999], [-1.216, 8.876, -0.208], [-3.816, 9.216, 0.163], [-3.197, 7.631, 0.736], [-5.249, 7.572, -1.088], [-3.871, 6.531, -1.315], [-2.364, 10.096, -1.963], [-1.416, 9.049, -2.963], [-3.188, 4.756, 7.566], [-2.182, 4.500, 6.445], [-0.793, 5.121, 6.908], [-0.715, 5.117, 8.717], [-0.765, 6.509, 9.136], [0.261, 4.204, 9.272], [-2.398, 4.303, 8.826], [-4.108, 4.170, 7.576], [-3.476, 5.806, 7.525], [-2.456, 4.937, 5.485], [-2.137, 3.417, 6.327], [-0.551, 6.150, 6.641], [-0.019, 4.421, 6.592], [-2.715, 4.560, 9.836], [-2.226, 3.231, 8.726], [1.811, -8.687, 2.940], [2.892, -8.938, 4.023], [3.820, -7.639, 4.078], [4.079, -7.323, 2.212], [5.046, -8.296, 1.752], [4.210, -5.891, 1.866], [2.478, -8.057, 1.635], [0.955, -8.180, 3.384], [1.295, -9.583, 2.595], [3.540, -9.783, 3.787], [2.474, -9.123, 5.013], [4.764, -7.719, 4.617], [3.201, -6.824, 4.455], [2.622, -8.722, 0.784], [1.868, -7.180, 1.417], [-6.077, -3.555, -7.176], [-6.850, -4.887, -7.123], [-6.329, -5.541, -8.423], [-4.527, -5.409, -8.367], [-4.158, -4.938, -9.713], [-3.858, -6.590, -7.829], [-4.581, -4.011, -7.138], [-6.301, -2.941, -6.304], [-6.382, -2.997, -8.061], [-7.924, -4.707, -7.161], [-6.595, -5.511, -6.266], [-6.515, -5.022, -9.364], [-6.589, -6.599, -8.460], [-3.761, -3.361, -7.445], [-4.274, -4.556, -6.246], [9.830, -2.151, -1.439], [10.132, -1.898, -2.967], [10.253, -0.387, -3.250], [9.070, 0.382, -2.119], [7.765, 0.519, -2.744], [9.695, 1.585, -1.513], [9.049, -0.950, -0.888], [10.750, -2.345, -0.887], [9.142, -2.993, -1.514], [9.321, -2.327, -3.557], [11.077, -2.339, -3.284], [9.890, 0.023, -4.192], [11.204, 0.014, -2.901], [8.057, -1.132, -0.476], [9.633, -0.497, -0.086], [-3.903, 2.861, -8.625], [-4.468, 2.393, -9.915], [-4.246, 3.470, -11.047], [-2.875, 4.668, -10.463], [-3.456, 5.963, -10.141], [-1.687, 4.643, -11.352], [-2.608, 3.714, -8.875], [-3.709, 1.993, -7.995], [-4.580, 3.591, -8.181], [-5.546, 2.236, -9.944], [-4.015, 1.445, -10.205], [-5.086, 4.105, -11.330], [-3.824, 3.064, -11.967], [-2.165, 4.325, -8.088], [-1.841, 2.976, -9.105], [-9.537, -0.318, 3.320], [-9.696, 1.167, 3.693], [-9.525, 1.994, 2.345], [-7.967, 1.256, 1.635], [-6.787, 1.943, 2.065], [-8.103, 1.092, 0.192], [-8.155, -0.345, 2.569], [-10.344, -0.828, 2.795], [-9.401, -0.937, 4.206], [-9.029, 1.447, 4.508], [-10.700, 1.224, 4.111], [-9.385, 3.042, 2.608], [-10.419, 1.837, 1.741], [-7.304, -0.472, 3.238], [-7.876, -1.143, 1.881], [5.138, -7.589, -5.908], [5.353, -6.780, -4.623], [4.641, -5.426, -4.767], [3.038, -5.949, -5.606], [2.754, -5.159, -6.857], [1.942, -6.076, -4.621], [3.608, -7.693, -6.083], [5.563, -8.588, -5.821], [5.674, -7.168, -6.760], [6.398, -6.563, -4.400], [4.962, -7.287, -3.741], [5.162, -4.775, -5.470], [4.306, -4.944, -3.849], [3.239, -8.038, -7.049], [3.137, -8.247, -5.271], [-1.375, -4.750, 9.472], [-1.004, -3.334, 9.937], [-0.465, -2.575, 8.701], [-1.594, -3.051, 7.327], [-0.764, -3.383, 6.151], [-2.650, -2.058, 7.280], [-2.196, -4.573, 8.183], [-1.943, -5.340, 10.191], [-0.543, -5.423, 9.265], [-0.300, -3.492, 10.754], [-1.832, -2.856, 10.460], [0.530, -2.826, 8.335], [-0.433, -1.486, 8.714], [-2.227, -5.391, 7.463], [-3.215, -4.250, 8.400]], "atomic_forces_ev_per_a": [[0.69, -0.10, 0.32], [-1.77, 0.70, -1.44], [-0.25, -0.68, 0.29], [-0.07, 1.61, -0.78], [-0.30, -0.09, -0.33], [-0.46, -0.75, 1.51], [1.34, 1.16, -1.12], [-0.48, 0.47, -0.20], [-0.08, 0.05, -0.34], [-0.07, -0.04, -0.23], [0.66, -0.69, 1.13], [0.28, -0.16, 0.09], [0.24, -0.92, 0.40], [0.13, 0.05, 0.07], [0.33, -0.25, -0.22], [-0.09, 0.58, 0.27], [0.45, -0.29, 0.28], [-0.16, -0.41, 0.41], [0.48, -0.09, -0.63], [0.26, 0.15, 0.11], [-0.29, -0.03, -0.26], [-0.85, -0.26, 0.66], [1.03, -1.67, -0.53], [-1.30, 0.42, -1.24], [1.03, -0.09, -0.26], [-1.60, -1.81, 0.13], [0.65, 0.14, 0.06], [0.13, 0.86, 0.92], [-0.92, 0.95, 0.54], [-0.41, -0.07, -0.41], [0.79, 0.77, 0.00], [-0.24, 0.10, -0.09], [0.08, 0.24, 0.34], [0.40, 0.36, 0.28], [0.19, -0.19, 0.13], [0.24, -0.16, -0.02], [-0.08, 0.17, 0.15], [-0.13, 1.16, -0.96], [-0.51, -1.77, -1.19], [-0.22, 0.52, 0.56], [-1.73, 1.27, 2.58], [2.51, -2.19, 0.10], [0.30, 0.10, -1.27], [-0.75, 0.67, -0.05], [-0.02, -0.04, 0.26], [0.16, -0.06, -0.17], [0.61, 0.23, -0.06], [-0.41, 0.15, 0.19], [0.03, 0.32, 0.05], [0.22, 0.12, -0.23], [-0.14, 0.08, -0.02], [0.06, -0.60, 0.19], [0.49, 0.24, 1.09], [0.48, 0.64, 0.38], [0.03, -1.31, -0.14], [-1.84, -0.49, -0.50], [-0.01, -0.94, 0.01], [-0.09, 0.47, -0.30], [0.84, 1.23, 0.07], [0.06, -0.10, -0.60], [0.06, 0.08, 0.57], [-0.13, -0.03, 0.09], [0.56, 0.03, -0.18], [-0.34, -0.17, -0.39], [0.27, 0.37, -0.14], [-0.54, -0.05, -0.21], [0.16, 0.01, 0.24], [0.60, -0.88, -0.75], [1.12, 0.96, -0.20], [-1.64, -0.68, -1.62], [-0.44, 0.35, 0.14], [0.45, 0.46, 0.22], [-0.28, -2.38, 0.77], [-0.89, 1.58, 2.45], [0.39, 1.01, -0.28], [0.47, -0.53, 0.22], [-0.13, -0.07, -0.17], [-0.14, 0.08, -0.09], [-0.06, -0.09, -0.35], [0.27, 0.23, -0.03], [0.20, 0.12, 0.34], [0.07, -0.13, -0.67], [0.85, -0.52, 1.54], [0.34, 0.72, -1.72], [0.05, -1.24, 0.78], [0.14, 0.29, -1.12], [-0.04, -0.32, 1.62], [-0.72, 1.15, -0.15], [0.15, -0.91, -1.31], [0.12, 0.12, 0.01], [0.41, -0.05, -0.08], [0.01, -0.19, 0.03], [-0.01, 0.15, 0.04], [-0.61, 0.00, 0.26], [0.05, 0.02, -0.38], [-0.37, 0.36, 0.07], [-0.37, 0.43, 0.39], [-0.85, 0.25, -1.65], [0.31, 0.81, -0.19], [-0.90, 0.08, 1.18], [0.15, 1.77, 1.04], [0.75, -0.30, 0.20], [-0.99, -1.91, -0.97], [0.99, 0.47, 0.65], [-0.32, -0.14, 0.04], [0.47, -0.34, 0.79], [0.10, 0.05, -0.06], [-0.17, -0.34, 0.10], [0.55, -0.41, -0.28], [0.07, 0.03, -0.44], [-0.04, -0.05, -0.52], [-0.11, 0.02, 0.12], [0.58, 2.20, 0.91], [-0.33, 0.66, -2.68], [1.65, 0.38, 0.22], [0.34, -0.61, 0.02], [0.20, -0.89, -0.20], [-2.05, -0.32, 1.54], [0.35, -1.41, -1.21], [0.04, 0.43, 0.36], [-0.36, -0.47, 0.49], [0.00, -0.18, 0.65], [0.13, 0.10, -0.20], [-0.07, -0.09, 0.43], [-0.08, -0.17, 0.08], [-0.71, 0.25, -0.01], [0.34, 0.16, -0.38], [2.38, -0.43, -0.11], [-1.21, -0.51, -1.04], [0.58, -0.79, 2.18], [-1.41, -0.58, -1.03], [0.18, 0.33, 0.80], [-0.32, -0.29, 1.29], [0.18, -0.12, -0.46], [-0.08, 0.70, -0.44], [-0.01, 0.15, 0.22], [0.34, 0.08, -0.38], [-0.14, 0.67, -0.17], [0.18, -0.01, -0.49], [0.44, -0.03, -0.36], [-0.15, 0.86, 0.52], [-0.96, -0.04, -0.51], [-0.34, -0.71, 0.39], [0.33, 0.81, 0.33], [-1.37, -1.02, -0.89], [-1.83, 0.65, -2.24], [1.03, -1.56, 2.87], [1.87, 0.19, -1.06], [0.37, 1.50, 0.75], [-0.04, -0.10, 0.24], [-0.38, 0.41, -0.09], [0.15, -0.25, -0.18], [-0.12, -0.24, -0.12], [-0.18, 0.14, 0.16], [0.31, 0.02, -0.10], [-0.02, 0.49, 0.07], [0.23, -0.33, -0.10], [-0.73, -0.35, -1.09], [0.87, -0.66, 0.35], [-0.35, 0.10, -0.37], [1.95, -0.37, 0.25], [-1.51, 0.46, 1.38], [0.20, -0.63, -0.40], [-0.51, 0.75, -0.47], [-0.29, 0.42, 0.20], [0.53, 0.54, -0.09], [0.57, 0.48, -0.25], [-0.29, 0.21, -0.62], [0.00, -0.66, 0.39], [-0.51, 0.00, 0.39], [0.21, 0.03, 0.15], [-0.13, -0.29, 0.17]], "mulliken_charge": [-1.221, -0.306, 0.147, -0.341, -1.236, -0.620, -1.078, 0.409, 0.287, 0.233, 0.325, 0.094, 0.312, 0.334, 0.384, 0.296, 0.310, 0.393, 0.280, 0.371, 0.300, 0.330, -0.656, -0.503, -0.788, 1.075, -0.617, -0.642, -0.627, 0.295, 0.384, 0.288, 0.309, 0.431, 0.335, 0.336, 0.379, -0.574, -0.540, -0.744, 1.029, -0.640, -0.591, -0.719, 0.306, 0.324, 0.325, 0.275, 0.403, 0.374, 0.341, 0.430, -0.520, -0.649, -0.575, 1.070, -0.627, -0.634, -0.761, 0.323, 0.297, 0.319, 0.308, 0.393, 0.308, 0.435, 0.312, -0.653, -0.607, -0.701, 1.030, -0.627, -0.633, -0.588, 0.347, 0.310, 0.312, 0.362, 0.401, 0.336, 0.421, 0.289, -0.552, -0.569, -0.733, 1.094, -0.658, -0.639, -0.728, 0.308, 0.320, 0.310, 0.321, 0.388, 0.380, 0.410, 0.348, -0.507, -0.634, -0.713, 1.084, -0.626, -0.669, -0.647, 0.370, 0.196, 0.319, 0.352, 0.425, 0.329, 0.428, 0.293, -0.538, -0.536, -0.686, 1.039, -0.614, -0.634, -0.765, 0.329, 0.308, 0.270, 0.306, 0.388, 0.341, 0.460, 0.333, -0.617, -0.609, -0.661, 1.013, -0.606, -0.634, -0.732, 0.320, 0.304, 0.325, 0.340, 0.379, 0.377, 0.375, 0.425, -0.527, -0.609, -0.644, 1.027, -0.638, -0.633, -0.703, 0.324, 0.296, 0.327, 0.310, 0.346, 0.382, 0.390, 0.352, -0.618, -0.567, -0.668, 1.066, -0.627, -0.636, -0.725, 0.356, 0.300, 0.324, 0.295, 0.341, 0.404, 0.410, 0.345], "largest_force_ev_per_a": 3.43, "e_above_lowest_kcal_mol": 126.1, "homo_lumo_gap_ev": 8.036, "e_tot_ha": -7350.7874, "multiplicity": 1, "total_charge": 0, "smiles": "O=S1(=O)CCCC1.O=S1(=O)CCCC1.O=S1(=O)CCCC1.O=S1(=O)CCCC1.O=S1(=O)CCCC1.O=S1(=O)CCCC1.O=S1(=O)CCCC1.O=S1(=O)CCCC1.O=S1(=O)CCCC1.O=S1(=O)CCCC1.CCN(CC)CC"}